[1]
DFT (the ωB97M-V functional and the def2-TZVPD basis) results for 16 unconnected molecules or ions with the total composition C18H71BN3O16.

Net charge ... +1
Gap between HOMO and LUMO ... 8.861 eV

Structure (XYZ):
```
109
Properties=species:S:1:pos:R:3:forces:R:3:lowdin_charge:R:1
C 4.5991 -2.9236 2.0315 -1.05 -0.24 0.49 -0.12
C 3.3707 -3.9715 2.0764 1.72 0.67 -1.31 -0.24
C 2.9310 -4.2266 0.5508 -1.32 0.36 1.70 -0.20
C 1.3285 -4.3942 0.5629 1.07 -0.31 -0.68 -0.21
C 0.8971 -5.0198 -0.8426 0.18 1.32 0.80 -0.18
C 0.6172 -3.7974 -1.8465 -0.33 -1.05 0.25 -0.19
C -0.9484 -3.4824 -1.8487 0.71 0.85 0.09 -0.18
C -1.2070 -1.9382 -1.4774 -0.81 -1.25 0.39 -0.19
C -2.6397 -1.8283 -0.7610 -0.01 0.99 -1.48 -0.19
C -3.2781 -0.3701 -0.9684 -0.26 -0.91 -0.73 -0.21
C -4.6895 -0.2041 -0.2718 0.40 -0.96 0.14 -0.20
C -4.6262 0.1409 1.2756 -0.38 1.30 -0.20 -0.18
C -3.4074 1.0723 1.6899 -0.53 0.12 1.85 -0.20
C -2.3123 0.2180 2.4801 0.74 -0.32 -1.51 -0.16
C -0.8313 0.8141 2.2992 -2.37 0.72 1.21 -0.16
N -0.5680 0.8322 0.8276 3.67 0.21 0.82 0.08
C 0.7465 1.2230 0.4876 -1.80 -1.34 -0.65 -0.27
N 1.3881 0.5172 -0.6337 -1.39 0.69 1.30 0.16
N 1.4251 2.1730 1.1018 -0.52 -0.63 -0.40 0.25
B 2.8207 2.6153 0.6886 2.23 1.39 -1.80 -0.43
O 2.9115 3.6100 -0.3334 -1.13 -1.34 2.54 0.12
C 4.2016 2.0425 1.2697 0.51 0.17 -0.29 -0.13
C 4.6033 0.7848 0.3315 -0.91 0.64 0.13 -0.10
H 4.1493 -1.8891 2.0698 0.60 -0.85 -0.09 0.05
H 5.2699 -3.0456 2.9351 -0.59 0.20 -1.19 0.08
H 5.1386 -3.0359 1.0505 -0.25 0.12 1.39 0.04
H 3.7973 -4.9082 2.5384 -0.93 0.82 -0.37 0.10
H 2.5047 -3.5362 2.6524 0.95 -0.68 -0.44 0.09
H 3.1991 -3.2954 -0.0365 -0.24 -1.09 0.42 0.09
H 3.4463 -5.1250 0.1064 -0.53 0.96 0.50 0.12
H 1.0039 -5.0153 1.4544 0.50 0.64 -1.23 0.08
H 0.9156 -3.3386 0.7093 0.20 -1.29 -0.22 0.10
H -0.0299 -5.6391 -0.6650 1.04 0.55 -0.66 0.11
H 1.7656 -5.6512 -1.2003 -1.22 0.51 0.34 0.10
H 1.1825 -2.8681 -1.5079 -0.49 -1.19 -0.34 0.08
H 1.0275 -4.0715 -2.8633 -0.73 0.45 0.94 0.11
H -1.3581 -3.7648 -2.8587 0.14 0.54 1.02 0.12
H -1.5177 -4.0790 -1.0780 0.88 0.46 -0.86 0.08
H -0.3940 -1.6622 -0.7356 -0.74 -0.14 -0.83 0.06
H -1.1396 -1.2893 -2.3998 -0.05 -0.48 1.10 0.09
H -3.3102 -2.5311 -1.3500 0.70 0.67 1.05 0.11
H -2.6019 -2.1382 0.3207 -0.01 0.15 -1.12 0.11
H -2.5278 0.4354 -0.7265 -0.96 -0.68 -0.12 0.07
H -3.4599 -0.2934 -2.0918 0.32 0.02 1.31 0.12
H -5.3196 0.5252 -0.8623 0.82 -0.49 0.88 0.11
H -5.2315 -1.2025 -0.3566 0.66 1.22 -0.04 0.10
H -4.6343 -0.7497 1.9645 0.03 0.66 -0.96 0.12
H -5.5739 0.7250 1.5184 1.12 -0.79 -0.21 0.11
H -3.8088 1.8208 2.4481 0.57 -0.74 -1.03 0.11
H -2.9849 1.6839 0.8459 -0.36 -0.86 0.74 0.08
H -2.3043 -0.8078 1.9754 0.12 1.06 0.82 0.10
H -2.5652 0.0643 3.5643 0.28 0.38 -1.14 0.12
H -0.0739 0.2187 2.8926 -0.66 0.66 -0.85 0.14
H -0.9051 1.8792 2.6939 0.37 -1.28 -0.43 0.11
H -0.8035 -0.0848 0.4261 0.08 0.56 -0.17 0.10
H 1.5059 -0.4481 -0.2728 0.22 0.49 -0.38 0.10
H 0.6548 0.4007 -1.3643 0.64 0.01 0.42 0.08
H 1.0013 2.6569 1.9085 0.04 -0.61 -0.44 0.17
H 3.6370 4.2286 -0.1386 0.08 -0.45 -0.65 0.09
H 5.0307 2.8156 1.0810 -1.33 -0.99 0.52 0.09
H 4.1677 1.7791 2.3642 0.13 0.05 -1.12 0.11
H 3.7461 0.0548 0.3817 1.27 0.37 -0.10 0.04
H 4.6489 1.1682 -0.7363 0.13 -0.59 1.26 0.09
H 5.5762 0.3176 0.6483 -1.12 0.46 -0.31 0.09
O 0.3043 0.5237 -3.7078 -0.21 -0.07 0.24 -0.06
H 0.5700 1.3346 -3.2579 0.07 0.15 -0.42 0.02
H 0.4187 0.7296 -4.6441 0.08 0.07 0.06 0.05
O -2.0480 2.7368 4.7217 0.40 -0.13 -0.24 -0.07
H -2.0356 3.6296 4.3497 -0.34 0.00 0.24 0.01
H -1.9981 2.8821 5.6723 -0.09 0.03 -0.06 0.04
O -2.6285 1.9509 -4.7144 0.12 -0.08 0.20 -0.06
H -1.8743 1.5988 -4.2251 -0.01 -0.08 -0.11 -0.01
H -2.3959 1.8035 -5.6381 -0.04 0.10 0.02 0.05
O 6.3711 -2.7538 -0.7596 -0.10 0.16 -0.24 -0.06
H 6.6325 -1.9182 -1.1620 0.08 -0.08 0.02 0.04
H 5.6106 -3.0371 -1.2810 0.09 -0.08 0.01 0.04
O -7.7612 -0.8562 0.1600 0.01 0.06 -0.05 -0.06
H -7.4953 -0.0486 0.6131 -0.08 -0.05 0.02 0.02
H -7.6118 -0.6618 -0.7717 -0.09 -0.03 0.04 0.04
O 6.5922 3.8674 -0.3441 0.00 -0.04 -0.23 -0.05
H 7.3452 3.5207 0.1491 -0.03 0.14 0.06 0.06
H 6.8279 3.7150 -1.2669 0.03 -0.07 0.06 0.05
O 0.2315 3.3243 -4.7808 0.20 0.07 0.21 -0.05
H -0.2393 3.9295 -4.1962 -0.11 -0.01 -0.16 0.05
H 0.9762 3.8452 -5.1032 -0.04 -0.06 -0.05 0.05
O 0.5876 5.4412 0.8649 -0.02 -0.14 0.19 -0.04
H 1.2587 6.0519 0.5386 -0.08 0.00 -0.04 0.05
H 1.0231 4.5837 0.8443 0.07 0.24 -0.33 -0.03
O -1.4234 -1.8519 -5.5823 -0.07 0.17 0.18 -0.05
H -1.2472 -1.2802 -4.8252 0.03 -0.08 -0.02 -0.01
H -2.3792 -1.9756 -5.5642 0.06 -0.03 -0.08 0.04
O -4.4559 4.3086 1.1416 0.16 -0.11 0.20 -0.06
H -3.8979 3.7721 0.5639 -0.23 0.21 -0.16 -0.02
H -3.9679 5.1334 1.2386 -0.08 -0.01 -0.05 0.04
O -3.2935 5.2937 4.9002 -0.08 0.26 0.11 -0.05
H -4.2493 5.1747 4.8573 0.07 -0.12 -0.09 0.06
H -3.1826 6.1354 5.3567 0.06 -0.04 -0.06 0.05
O -2.6663 3.7079 -1.1619 0.36 -0.24 0.05 -0.04
H -1.9228 3.3532 -0.6595 0.01 0.12 -0.03 0.03
H -2.4348 3.5299 -2.0816 -0.30 0.02 -0.03 0.04
O -3.6106 -5.0917 -0.6440 -0.16 -0.01 0.19 -0.06
H -3.7534 -5.7610 0.0353 0.04 -0.02 -0.09 0.05
H -4.4079 -4.5510 -0.6097 0.03 -0.05 -0.03 0.04
O 0.9778 -5.9337 3.4919 0.04 0.04 0.17 -0.06
H 1.9292 -6.0513 3.5944 -0.06 -0.05 -0.02 0.03
H 0.7998 -5.0889 3.9196 -0.03 -0.09 0.03 0.04
O 4.4593 5.7634 -1.8654 0.19 -0.24 0.14 -0.04
H 5.2146 5.4141 -1.3740 0.06 0.20 0.02 0.01
H 4.6928 5.6149 -2.7882 -0.11 0.08 0.02 0.05
```
Forces are in eV/Å.

[2]
DFT (the ωB97M-V functional and the def2-TZVPD basis) results for 13 unconnected molecules or ions with the total composition CH24F3O15S.

Net charge ... -1
Gap between HOMO and LUMO ... 10.136 eV

Structure (XYZ):
```
44
Properties=species:S:1:pos:R:3:forces:R:3:nbo_charge:R:1
C -0.0911 0.2383 0.5503 1.57 -1.42 -0.66 0.76
F 0.9930 0.9663 0.9329 -0.96 -0.18 -0.89 -0.32
F 0.0220 -0.9241 1.2072 -0.51 0.29 0.14 -0.31
F -1.1781 0.8873 0.9238 -0.10 -0.04 -0.08 -0.32
S -0.1176 -0.3208 -1.3244 1.40 1.98 -3.86 2.29
O -0.1427 0.9080 -2.1705 -0.68 -0.98 2.24 -1.00
O 1.1623 -0.9951 -1.6389 -1.42 -0.03 2.05 -1.03
O -1.2832 -1.1718 -1.5727 1.21 0.13 2.21 -0.98
O 2.6633 1.6626 3.7319 -0.02 0.25 0.33 -0.95
H 2.4188 0.8721 3.2507 -0.04 -0.54 -0.17 0.49
H 2.8541 2.3084 3.0515 0.04 0.15 -0.19 0.46
O 3.0437 -1.6567 -3.4245 0.70 -0.03 -0.54 -0.96
H 3.1193 -2.5852 -3.2044 -0.02 -0.16 0.03 0.46
H 2.3575 -1.3275 -2.8439 -0.45 0.09 0.09 0.49
O -3.0141 -0.1475 -3.0265 -1.04 0.61 -1.19 -0.96
H -2.4633 -0.5141 -2.3348 0.26 -0.11 0.46 0.49
H -3.4087 -0.9104 -3.4488 -0.40 -0.11 0.02 0.45
O -1.1991 3.7395 -1.9444 -0.21 0.47 0.29 -0.96
H -1.4031 3.9032 -2.8652 -0.04 -0.03 -0.22 0.47
H -1.1009 2.7892 -1.8855 0.59 -0.68 -0.26 0.49
O 2.9751 -1.4454 2.3576 -0.16 -0.02 0.36 -0.97
H 3.8955 -1.2383 2.5192 0.19 0.05 0.03 0.48
H 2.8839 -1.4062 1.4055 0.12 0.21 -0.48 0.50
O 3.5245 -0.4642 -0.3374 0.61 0.00 0.63 -0.99
H 3.8609 0.2519 -0.8763 0.08 0.10 -0.11 0.48
H 2.7636 -0.7895 -0.8184 -0.56 -0.10 -0.40 0.50
O -0.7009 -1.4094 -4.4268 0.27 -0.61 -0.62 -0.96
H -1.6144 -1.2009 -4.2311 -0.10 0.40 0.18 0.47
H -0.1979 -0.7337 -3.9722 0.08 0.28 0.08 0.47
O -3.4212 2.4173 -0.3419 -0.46 -0.25 -0.09 -0.96
H -2.9323 2.2247 0.4582 0.07 0.23 0.24 0.47
H -2.7482 2.6243 -0.9903 0.02 0.31 -0.28 0.48
O -0.6210 0.2835 3.9503 -0.79 0.52 -0.08 -0.93
H -0.4487 0.9703 4.5943 0.18 0.18 0.26 0.49
H -0.5047 0.7141 3.1033 0.04 0.16 -0.21 0.48
O -3.1110 2.7382 2.4408 0.33 0.07 0.21 -0.94
H -3.0663 1.8009 2.6298 0.01 -0.35 0.24 0.47
H -4.0373 2.9036 2.2652 -0.27 0.13 -0.18 0.48
O -0.8731 -3.8488 -0.7735 -0.03 -0.51 0.29 -0.96
H -1.0480 -3.0738 -1.3074 -0.06 0.53 -0.14 0.49
H -0.4609 -4.4675 -1.3765 0.12 -0.13 -0.09 0.46
O 0.8900 -1.7920 4.2053 0.25 -0.84 0.48 -1.00
H 0.2571 -1.0847 4.0813 -0.21 0.15 0.08 0.47
H 1.5038 -1.6953 3.4772 0.43 -0.14 -0.20 0.48
```
Forces are in eV/Å.

[3]
DFT (the ωB97M-V functional and the def2-TZVPD basis) results for a single C17H24N6O3 molecule.

Gap between HOMO and LUMO ... 7.715 eV
SMILES string ... [H]/N=C(/N)NCCC[C@H](NC(=O)[C@@H](N)Cc1c[nH]c2ccccc12)C(=O)O

Structure (XYZ):
```
50
Properties=species:S:1:pos:R:3:forces:R:3:nbo_charge:R:1
H -5.7169 2.7832 -0.2363 -0.27 -0.12 -0.65 0.33
N -6.3136 2.8546 -1.0736 0.73 -0.06 -0.22 -0.78
C -5.7536 2.4121 -2.1492 -0.87 0.64 1.36 0.57
N -6.5160 2.4205 -3.3323 0.64 0.63 -0.19 -0.83
N -4.4725 1.9173 -2.3028 0.31 -2.18 -1.26 -0.63
C -3.5929 1.6411 -1.1516 -0.48 0.09 -0.62 -0.24
C -4.0663 0.4626 -0.3198 -0.57 -0.29 -0.51 -0.43
C -3.3351 0.2448 0.9710 0.00 -0.49 0.34 -0.40
C -1.8451 -0.0616 0.7837 1.02 0.00 0.80 -0.16
N -1.0398 1.1555 0.6235 -0.81 -0.01 -0.27 -0.62
C 0.3101 1.3242 0.4976 0.88 0.26 -0.20 0.69
O 0.7683 2.4558 0.3471 -0.46 -1.38 0.14 -0.60
C 1.2129 0.0581 0.5688 0.60 0.90 -0.61 -0.13
N 1.7936 -0.1897 -0.7645 -1.51 -0.28 -0.87 -0.83
C 2.3987 0.3959 1.4780 -0.17 0.54 0.60 -0.42
C 3.3743 -0.6922 1.7214 -0.02 -1.96 0.07 -0.10
C 3.3280 -1.7039 2.6815 0.94 1.91 -0.14 -0.03
N 4.4343 -2.5295 2.5485 -0.77 0.85 -1.83 -0.54
C 5.1045 -2.1677 1.3712 -0.18 -0.18 1.85 0.14
C 6.2302 -2.7342 0.8298 1.11 -0.77 -0.64 -0.24
C 6.7555 -2.1440 -0.3116 -0.06 0.19 0.79 -0.21
C 6.1166 -1.0333 -0.8483 -0.87 0.38 -1.12 -0.24
C 4.9315 -0.4944 -0.3325 1.31 0.36 -0.37 -0.19
C 4.4973 -1.0162 0.8690 -1.11 -0.23 0.13 -0.10
C -1.6460 -1.0726 -0.3606 1.02 1.14 -1.70 0.78
O -1.1947 -0.7295 -1.4335 -0.53 -0.31 0.91 -0.58
O -1.9591 -2.3575 -0.1790 -0.30 -0.11 0.83 -0.65
H -5.9583 2.7712 -4.1233 -0.37 -0.37 0.47 0.38
H -7.2996 3.0551 -3.1732 0.14 -0.41 -0.10 0.40
H -4.5366 1.0613 -2.9352 0.41 1.67 0.90 0.39
H -2.6086 1.3926 -1.5408 0.06 0.18 -0.23 0.23
H -3.4777 2.5634 -0.5809 -0.19 0.03 0.15 0.20
H -5.1413 0.5337 -0.1300 0.08 0.10 0.05 0.23
H -3.9342 -0.4615 -0.9078 -0.18 0.32 -0.12 0.20
H -3.4954 1.0624 1.6694 0.28 0.18 0.10 0.23
H -3.8025 -0.6302 1.4347 0.15 0.03 0.14 0.22
H -1.4639 -0.5535 1.6947 -0.26 0.00 -0.11 0.21
H -1.5130 2.0359 0.4446 -0.11 -0.33 0.13 0.41
H 0.6677 -0.8039 0.9590 -0.16 -0.05 0.14 0.16
H 1.0376 -0.2941 -1.4763 0.63 0.33 0.77 0.38
H 2.2002 -1.1152 -0.7486 0.40 -0.14 0.12 0.36
H 2.9057 1.2666 1.0255 -0.30 -0.32 0.27 0.25
H 2.0023 0.6941 2.4488 -0.07 0.28 0.12 0.21
H 2.7445 -1.6654 3.5919 -0.08 -0.41 -0.12 0.21
H 4.7950 -3.1478 3.2206 0.19 -0.74 0.71 0.41
H 6.6981 -3.6398 1.2237 -0.22 0.33 0.12 0.21
H 7.7012 -2.4581 -0.7425 -0.27 -0.26 0.00 0.21
H 6.4858 -0.7012 -1.8120 0.03 0.39 0.12 0.21
H 4.4104 0.3530 -0.7799 0.25 -0.32 -0.05 0.24
H -2.2215 -2.5181 0.7422 0.00 -0.02 -0.21 0.49
```
Forces are in eV/Å.

[4]
DFT (the ωB97M-V functional and the def2-TZVPD basis) results for a single C4H4N2 molecule.

Gap between HOMO and LUMO ... 8.939 eV
SMILES string ... c1cncnc1

Structure (XYZ):
```
10
Properties=species:S:1:pos:R:3:forces:R:3:nbo_charge:R:1
C -0.9154 0.1047 0.2604 -2.22 0.24 -0.29 -0.44
C -0.2226 1.2433 -0.1644 -0.88 -0.56 -0.01 0.08
N 1.0634 1.0910 -0.4239 -0.23 -0.36 0.76 -0.47
C 1.3512 -0.1529 -0.0718 3.37 -0.38 -1.13 0.40
N 0.7922 -1.2952 -0.4403 -0.14 0.39 0.74 -0.47
C -0.4944 -1.1545 -0.1769 -0.73 0.68 0.03 0.08
H -1.7989 0.1944 0.8360 -1.12 0.16 -0.07 0.22
H -0.6812 2.2288 -0.2659 0.13 -0.29 0.09 0.21
H 2.0642 -0.2440 0.7205 1.64 -0.15 -0.17 0.16
H -1.1585 -2.0155 -0.2738 0.17 0.27 0.06 0.21
```
Forces are in eV/Å.

[5]
DFT (the ωB97M-V functional and the def2-TZVPD basis) results for a molecular structure, C22H16BrCrIN3O3SSe2.

Net charge ... -1
Expectation value of S² ... 2.02
Gap between HOMO and LUMO (spin up / spin down) ... 4.610 / 4.329 eV
2S+1 ... 3

Structure (XYZ):
```
50
Properties=species:S:1:pos:R:3:forces:R:3:lowdin_spin:R:1
Cr 12.1411 9.7151 9.4068 -1.51 1.14 0.53 1.95
O 14.0056 10.3047 9.5856 0.74 -1.23 0.56 0.02
N 14.7628 11.2850 9.1490 -0.09 0.62 -0.35 0.00
C 15.7134 11.0114 8.2266 0.83 1.38 -0.55 0.00
C 16.5237 12.0077 7.6920 0.01 -0.39 0.28 0.00
C 16.2458 13.3555 8.0092 -1.53 -0.06 0.40 0.00
C 15.2115 13.6122 8.9174 1.06 0.17 -0.39 0.00
C 14.6723 12.5313 9.7437 -0.08 1.69 0.38 0.00
S 14.0732 12.8433 11.3027 0.14 -0.45 -1.26 0.00
H 15.8253 9.9979 7.9033 -0.24 -0.43 0.21 0.00
H 17.3654 11.7675 7.0327 -0.55 -0.13 0.20 0.00
H 16.7579 14.1440 7.4481 -0.26 -0.14 0.39 0.00
H 14.8667 14.6648 9.0954 0.45 -1.32 0.17 0.00
Se 11.5066 5.9567 10.6320 -0.95 0.88 -2.22 0.00
Se 10.4414 6.3941 8.3173 0.77 -0.21 2.08 0.00
C 9.4737 7.9449 8.9655 0.43 1.00 -1.60 -0.01
C 8.1289 7.6707 8.8744 -1.08 1.61 1.10 0.00
C 7.2599 8.6656 9.3765 -0.19 -0.33 -0.42 -0.01
C 7.7878 9.8850 9.8328 -0.95 0.02 -0.45 0.00
C 9.1383 10.1198 9.7640 1.34 -0.70 -0.70 -0.01
N 9.9886 9.1840 9.1957 -0.08 -0.54 1.99 0.00
C 13.0630 6.7509 9.8771 1.54 0.59 -0.28 0.01
C 14.3214 6.1883 10.1894 -0.35 0.95 -1.02 0.00
C 15.3734 6.5640 9.3560 1.77 -0.87 0.90 0.00
C 15.2274 7.2259 8.1472 -2.08 0.32 -0.27 0.00
C 13.9581 7.7882 7.9541 -0.91 0.42 2.18 0.01
N 12.9690 7.7458 8.9464 1.59 -1.60 -0.71 0.01
H 7.8266 6.7516 8.3898 -0.36 0.03 0.56 0.00
H 6.1820 8.4347 9.3883 0.54 0.46 -0.05 0.00
H 7.2012 10.7875 10.0835 -0.05 -1.03 0.24 0.00
H 9.5364 11.0907 10.1426 0.03 -1.14 -0.76 0.00
H 14.4783 5.4782 11.0023 -0.19 0.33 -0.22 0.00
H 16.4060 6.2753 9.6549 -0.86 -0.08 -0.31 0.00
H 15.9877 7.2781 7.3758 0.02 0.11 0.31 0.00
H 13.6192 8.4061 7.1234 0.59 -0.04 0.00 0.00
I 11.7117 9.4904 12.3813 0.13 -0.23 -0.82 -0.01
Br 11.3078 10.1589 5.7955 0.23 0.90 0.65 0.00
C 11.7961 12.0325 5.9789 0.70 1.99 0.15 0.00
C 12.4104 12.6189 4.8437 -1.20 -0.46 0.19 0.00
C 12.6786 13.9953 4.7398 0.99 -1.39 -1.09 0.00
C 12.5422 14.7796 5.8378 -0.87 0.58 1.45 0.00
C 11.9686 14.2356 7.0005 -0.15 -0.82 -0.25 0.00
C 11.5646 12.8823 7.1198 0.37 -0.56 -0.81 0.00
C 10.8816 12.4462 8.4342 -0.70 -0.80 1.39 0.00
O 9.7292 12.8493 8.6575 1.00 0.16 -0.80 0.00
O 11.5306 11.7042 9.2838 0.10 0.09 -1.84 0.02
H 12.5188 11.9808 3.9746 0.18 0.08 -0.02 0.00
H 13.1093 14.3939 3.8007 -0.37 -0.34 0.65 0.00
H 12.7939 15.8415 5.8004 -0.06 -0.32 0.10 0.00
H 11.7713 14.8662 7.8526 0.07 0.10 0.15 0.00
```
Forces are in eV/Å.

What are the total energy values for these records? In order: -2121.1205 -1878.9948 -1216.4922 -264.2406 -10355.1446 a.u..